ORCA calculation (ωB97M-V/def2-TZVPD) on C5H10O2 in the gas phase.

Calculated values
electronic energy: -346.9133 hartree
ΔE to the lowest compared entry with this formula, charge and spin: 70.4 kcal per mole
SMILES: COC[C@@H](C)C=O

Structure (ORCA input):
```
! wB97M-V def2-TZVPD RIJCOSX def2/J DEFGRID3
* xyz 0 1
C 2.6808 -0.4088 0.4386
O 1.5411 0.2117 -0.1065
C 0.3563 -0.5017 0.1561
C -0.8331 0.2523 -0.4399
C -2.1449 -0.5255 -0.3053
C -0.8884 1.6553 -0.0285
O -1.7634 2.3233 -0.5390
H 2.6315 -0.4596 1.5397
H 3.5481 0.1906 0.1474
H 2.8081 -1.4338 0.0523
H 0.2303 -0.6317 1.2604
H 0.3883 -1.5145 -0.2719
H -0.9631 0.7724 -1.5618
H -2.9895 0.0524 -0.6932
H -2.0740 -1.4492 -0.8929
H -2.3679 -0.7968 0.7324
H -0.1604 2.2637 0.5123
*
```